# 1
Computed, not measured: C6H9MgO5Sr as an isolated structure, with ωB97M-V/def2-TZVPD.

Results
Highest occupied orbital energy (spin up / spin down): -5.960 / -5.959 eV
Multiplicity: 2
Strongest force on any atom: 8.6 eV/A
DFT total energy: -22879.0646 eV
Kohn-Sham gap (spin up / spin down): 5.1292 / 4.8858 eV

Last column: Löwdin charge in e.
Element x y z (Å)
O 2.42 1.06 0.55  -0.587
C 2.62 -0.29 0.61  -0.327
C 2.27 -0.96 -0.62  -0.282
O 1.25 -0.37 -1.37  -0.539
Sr 0.80 1.43 -0.35  1.770
H 3.59 -0.60 1.02  0.104
H 3.11 -1.20 -1.28  0.127
O -1.13 -1.94 -0.48  -0.319
C -0.36 -2.06 0.63  -0.384
C -0.32 -0.99 1.63  -0.181
O -0.56 0.32 1.12  -0.351
C -1.92 0.74 0.88  -0.192
C -1.88 1.62 -0.32  -0.261
O -1.09 1.21 -1.32  -0.486
Mg -0.61 -0.69 -1.84  0.953
H -0.42 -3.04 1.13  0.109
H -0.92 -1.13 2.53  0.120
H -2.31 1.27 1.77  0.131
H -2.51 -0.18 0.71  0.134
H -2.69 2.32 -0.53  0.107
H 1.19 -0.92 1.79  0.198
H 1.12 -1.98 0.11  0.158


# 2
Computed, not measured: one molecule with the formula C6H9N, with ωB97M-V/def2-TZVPD.

Results
Highest occupied orbital energy: -8.400 eV
Multiplicity: 1
Strongest force on any atom: 0.6 eV/A
DFT total energy: -7851.6845 eV
Kohn-Sham gap: 8.3012 eV

Last column: Löwdin charge in e.
Element x y z (Å)
C -0.72 -1.45 -1.45  -0.145
C -0.17 -0.28 0.77  0.041
C -0.71 1.08 0.40  -0.278
C -0.22 1.72 1.63  -0.167
C 0.24 2.09 2.68  0.145
C 1.09 -0.50 -0.04  -0.289
N 0.56 -0.72 -1.40  -0.121
H -1.53 -0.83 -1.04  0.066
H -0.74 -2.41 -0.92  0.085
H -0.97 -1.61 -2.50  0.081
H -1.80 1.11 0.37  0.115
H -0.28 1.55 -0.50  0.118
H 0.61 2.45 3.62  0.034
H 1.73 0.41 -0.05  0.116
H 1.68 -1.34 0.35  0.099
H 1.25 -1.26 -1.92  0.100


# 3
Computed, not measured: one molecule with the formula C6H9N, with ωB97M-V/def2-TZVPD.

Results
Highest occupied orbital energy: -8.545 eV
Multiplicity: 1
Structure (SMILES): C[C@]12C[C@H]1[C@H]1N[C@H]12
Strongest force on any atom: 1.5 eV/A
DFT total energy: -7852.6513 eV
Kohn-Sham gap: 9.6121 eV

Last column: Löwdin charge in e.
Element x y z (Å)
C 1.62 -0.67 0.95  -0.030
C 0.49 -0.20 0.07  -0.373
C 0.61 0.70 -1.11  -0.050
C -0.26 1.12 0.05  -0.143
C -1.62 0.35 0.11  -0.157
N -1.77 -0.76 -1.09  0.068
C -0.90 -0.91 0.04  -0.281
H 1.26 -0.93 1.95  0.080
H 2.38 0.11 1.06  0.081
H 2.10 -1.56 0.53  0.081
H 1.55 1.24 -1.17  0.112
H 0.17 0.42 -2.06  0.104
H -0.08 2.02 0.63  0.133
H -2.48 0.58 0.71  0.130
H -1.92 0.29 -1.30  0.099
H -1.13 -1.71 0.73  0.146


# 4
Computed, not measured: C6H9N as an isolated structure, with ωB97M-V/def2-TZVPD.

Results
Highest occupied orbital energy: -7.234 eV
Multiplicity: 1
Strongest force on any atom: 0.4 eV/A
DFT total energy: -7851.8127 eV
Kohn-Sham gap: 8.0927 eV

Last column: Löwdin charge in e.
Element x y z (Å)
C -1.38 -0.56 1.00  -0.104
N -0.51 0.55 1.00  -0.144
C 0.76 0.26 1.30  -0.050
C 0.79 -0.74 -0.63  -0.160
C -0.22 0.06 -1.45  -0.155
C -0.11 1.12 -0.34  -0.170
C 1.32 0.59 -0.03  -0.201
H -1.30 -1.13 1.93  0.068
H -0.33 -1.21 0.14  0.135
H -2.42 -0.32 0.75  0.062
H 1.06 -0.45 2.07  0.129
H 1.45 -1.52 -1.00  0.097
H -1.20 -0.38 -1.66  0.105
H 0.22 0.50 -2.35  0.117
H -0.39 2.16 -0.49  0.140
H 2.27 1.06 -0.24  0.130


# 5
Computed, not measured: one molecule with the formula C6H9N, with ωB97M-V/def2-TZVPD.

Results
Highest occupied orbital energy: -8.281 eV
Multiplicity: 1
Structure (SMILES): C[C@]12C[C@H]1[C@H]1N[C@H]12
Strongest force on any atom: 0.7 eV/A
DFT total energy: -7854.4758 eV
Kohn-Sham gap: 9.4050 eV

Last column: Löwdin charge in e.
Element x y z (Å)
C 1.69 -0.60 1.00  -0.036
C 0.50 -0.18 0.17  -0.354
C 0.73 0.61 -1.09  -0.067
C -0.14 1.17 0.00  -0.141
C -1.55 0.51 -0.08  -0.195
N -1.54 -0.45 -1.18  0.020
C -0.94 -0.83 0.10  -0.166
H 1.50 -0.73 2.07  0.073
H 2.47 0.17 0.89  0.078
H 2.13 -1.53 0.63  0.078
H 1.72 1.03 -1.24  0.110
H 0.20 0.27 -1.96  0.093
H 0.06 2.10 0.53  0.130
H -2.48 0.94 0.27  0.134
H -2.45 -0.90 -1.33  0.107
H -1.32 -1.69 0.63  0.135


# 6
Computed, not measured: one molecule with the formula C6H9N, with ωB97M-V/def2-TZVPD.

Results
Highest occupied orbital energy: -8.165 eV
Multiplicity: 1
Strongest force on any atom: 0.6 eV/A
DFT total energy: -7855.8355 eV
Kohn-Sham gap: 8.9245 eV

Last column: Löwdin charge in e.
Element x y z (Å)
C 1.69 -0.80 0.89  -0.052
C -1.19 -0.97 -0.56  -0.007
C -0.82 0.49 -0.62  -0.315
C -1.18 1.29 -1.83  -0.078
C -0.12 0.86 0.47  -0.017
C 0.26 -0.38 1.23  -0.351
N -0.63 -1.35 0.57  -0.031
H 1.83 -0.73 -0.19  0.089
H 1.87 -1.84 1.19  0.075
H 2.44 -0.17 1.38  0.077
H -1.25 2.36 -1.64  0.074
H -2.12 0.92 -2.24  0.069
H -0.42 1.13 -2.60  0.081
H 0.20 1.85 0.75  0.116
H 0.09 -0.34 2.32  0.145
H -0.66 -2.31 0.90  0.126